(1)
Computed, not measured: a molecular structure, C4H5BeCoF3NNaO5, with the ωB97M-V functional and the def2-TZVPD basis.

Structure (XYZ):
```
21
Properties=species:S:1:pos:R:3
Co 2.18 0.47 -3.38
Na -1.72 1.40 -0.46
Be -0.07 3.31 -3.26
N -0.27 0.82 -2.31
O -0.77 0.12 -1.47
O -0.84 1.81 -2.68
O 0.80 0.49 -2.86
C 2.07 -1.03 0.15
C 0.60 -0.86 0.06
O 0.05 -0.58 1.30
C -1.25 -0.31 1.51
O -2.00 -0.38 0.58
C -1.57 -0.09 3.00
F -1.53 -1.37 3.63
F -0.70 0.72 3.55
F -2.78 0.42 3.03
H 2.35 -2.01 0.56
H 2.54 -0.29 0.80
H 2.51 -0.92 -0.84
H 0.15 -1.73 -0.43
H 0.24 0.01 -0.47
```

## Properties
⟨S²⟩: 4.101
frontier orbital gap (spin up / spin down): 4.6675 / 4.7516 eV
2S+1: 4
net charge: +4
HOMO level (spin up / spin down): -25.406 / -25.251 eV

(2)
Computed, not measured: 2 unconnected molecules or ions with the total composition C7H9FO2, with the ωB97M-V functional and the def2-TZVPD basis.

Structure (XYZ):
```
19
Properties=species:S:1:pos:R:3
C 0.35 0.80 -1.83
C 0.13 0.75 -0.56
C -0.01 1.31 0.80
C 0.18 -0.22 0.53
F 1.27 -1.00 0.90
C -1.08 -1.04 0.86
C -2.29 -0.84 -0.04
H 0.39 0.05 -2.55
H 0.44 1.75 -2.26
H 0.73 1.88 1.32
H -1.05 1.47 1.20
H -0.71 -2.06 1.02
H -1.17 -0.78 1.94
H -2.61 0.10 0.19
H -2.00 -1.11 -1.04
H -3.03 -1.66 0.18
O 3.57 -0.41 -1.19
C 3.54 0.26 -0.25
O 3.36 0.75 0.78
```

## Properties
SMILES: C=C1C[C@@]1(F)CC.O=C=O
frontier orbital gap: 10.6546 eV
net charge: 0
HOMO level: -9.915 eV
energy above the lowest of the compared OMol25 structures with the same formula, charge and spin: 18.79 kcal/mol

(3)
Computed, not measured: 2 unconnected molecules or ions with the total composition C3H11N3O, with the ωB97M-V functional and the def2-TZVPD basis.

Structure (XYZ):
```
18
Properties=species:S:1:pos:R:3
C -0.57 -0.76 0.17
C 1.11 0.91 0.51
C 2.45 0.28 0.19
N -1.30 -1.71 0.81
N -1.88 1.01 -0.69
N -0.30 -0.81 -1.15
O 0.17 -0.06 1.02
H -1.49 -1.53 1.78
H -2.09 -2.07 0.30
H -0.65 -1.65 -1.59
H -2.87 0.83 -0.85
H -1.84 1.96 -0.32
H -0.96 0.14 -1.44
H 1.19 1.64 1.31
H 0.67 1.40 -0.36
H 2.35 -0.44 -0.62
H 2.86 -0.22 1.06
H 3.15 1.06 -0.12
```

## Properties
frontier orbital gap: 8.3021 eV
net charge: 0
HOMO level: -7.437 eV
energy above the lowest of the compared OMol25 structures with the same formula, charge and spin: 65.22 kcal/mol

(4)
Computed, not measured: 2 unconnected molecules or ions with the total composition C4H11N3O2, with the ωB97M-V functional and the def2-TZVPD basis.

Structure (XYZ):
```
20
Properties=species:S:1:pos:R:3
H -0.87 -3.10 -0.67
N -0.42 -2.79 0.18
C 0.58 -2.06 -0.07
N 1.02 -1.67 -1.35
N 1.32 -1.48 0.94
C 0.91 -1.81 2.30
H 0.95 -0.68 -1.55
H 0.57 -2.20 -2.08
H 2.31 -1.65 0.85
H 0.69 -2.87 2.41
H -0.01 -1.27 2.55
H 1.71 -1.53 2.98
C -0.31 3.00 -0.70
C -1.63 2.30 -0.85
O -1.76 1.11 -0.80
O -2.66 3.11 -1.20
H 0.47 2.28 -0.49
H -0.30 3.71 0.14
H -0.15 3.58 -1.62
H -2.43 4.03 -0.97
```

## Properties
SMILES: [H]/N=C(\N)NC.CC(=O)O
frontier orbital gap: 9.3458 eV
net charge: 0
HOMO level: -8.865 eV
energy above the lowest of the compared OMol25 structures with the same formula, charge and spin: 20.95 kcal/mol

(5)
Computed, not measured: C6H10NO3PS in the gas phase, with the ωB97M-V functional and the def2-TZVPD basis.

Structure (XYZ):
```
22
Properties=species:S:1:pos:R:3
C 2.11 0.77 2.49
O 1.19 -0.12 1.90
P -0.15 0.51 1.28
O -0.46 1.83 1.81
O -1.19 -0.68 1.51
C -1.81 -0.77 2.81
C -0.03 0.33 -0.54
N 0.79 1.11 -1.22
C 0.71 0.69 -2.52
C -0.19 -0.30 -2.78
C -0.56 -0.90 -4.09
S -0.98 -0.85 -1.30
H 2.61 0.14 3.21
H 1.56 1.54 2.95
H 2.91 1.18 1.73
H -1.24 -1.51 3.31
H -2.87 -1.10 2.69
H -1.76 0.25 3.20
H 1.36 1.02 -3.26
H -0.84 -1.96 -3.92
H -1.44 -0.39 -4.43
H 0.29 -0.81 -4.83
```

## Properties
SMILES: COP(=O)(OC)c1ncc(C)s1
frontier orbital gap: 9.7699 eV
net charge: 0
HOMO level: -9.189 eV
energy above the lowest of the compared OMol25 structures with the same formula, charge and spin: 0.00 kcal/mol

(6)
Computed, not measured: ClNO4S in the gas phase, with the ωB97M-V functional and the def2-TZVPD basis.

Structure (XYZ):
```
7
Properties=species:S:1:pos:R:3
O -0.16 -1.94 0.68
N 0.52 -0.96 0.65
O 1.48 -0.56 1.13
S -0.40 0.47 -0.66
O -1.71 0.00 -0.70
O 0.23 0.81 -1.88
Cl 0.05 2.18 0.78
```

## Properties
SMILES: O=[N+]([O-])S(=O)(=O)Cl
frontier orbital gap (spin up / spin down): 8.5320 / 8.5326 eV
net charge: 0
HOMO level (spin up / spin down): -11.121 / -11.122 eV
energy above the lowest of the compared OMol25 structures with the same formula, charge and spin: 24.98 kcal/mol

(7)
Computed, not measured: C9H20N2O7 in the gas phase, with the ωB97M-V functional and the def2-TZVPD basis.

Structure (XYZ):
```
38
Properties=species:S:1:pos:R:3
C -0.15 3.68 3.70
O 0.45 2.40 3.77
C 0.31 1.57 2.60
O 1.70 1.21 2.40
C 2.61 2.11 1.79
C -0.57 0.25 2.89
O -0.18 -0.25 4.18
N -0.41 -0.76 1.96
C -1.12 -0.79 0.83
O -1.63 0.28 0.40
N -1.05 -1.79 -0.13
C -1.56 -1.69 -1.52
O -1.95 -2.92 -1.91
C -0.64 -1.00 -2.59
O -1.06 -1.28 -3.96
C -0.29 -0.50 -4.85
O 0.60 -1.52 -2.43
C 0.95 -2.76 -2.94
H -1.05 3.84 4.34
H 0.64 4.33 4.08
H -0.24 3.83 2.63
H 0.09 2.06 1.70
H 2.30 2.53 0.80
H 3.55 1.63 1.54
H 2.70 2.97 2.52
H -1.60 0.58 2.86
H 0.72 -0.03 4.32
H 0.33 -1.33 2.00
H -1.03 -2.77 0.25
H -2.38 -1.00 -1.51
H -2.53 -2.88 -2.75
H -0.74 0.09 -2.49
H 0.45 -1.19 -5.29
H 0.35 0.28 -4.36
H -0.89 -0.06 -5.69
H 1.78 -2.50 -3.61
H 1.37 -3.24 -2.12
H 0.17 -3.36 -3.43
```

## Properties
SMILES: COC(OC)[C@H](O)NC(=O)N[C@H](O)C(OC)OC
frontier orbital gap: 9.7212 eV
net charge: 0
HOMO level: -9.024 eV
energy above the lowest of the compared OMol25 structures with the same formula, charge and spin: 47.35 kcal/mol

(8)
Computed, not measured: a molecular structure, C20H40NP3S2Tl, with the ωB97M-V functional and the def2-TZVPD basis.

Structure (XYZ):
```
67
Properties=species:S:1:pos:R:3
Tl -0.03 0.97 -0.68
P -1.19 -2.35 1.35
P 0.58 0.78 2.52
P -1.56 -1.46 -2.13
H 4.35 3.61 -3.21
C 3.59 3.32 -3.91
C 2.31 3.96 -3.80
H 2.36 4.80 -3.08
C -0.13 -3.81 1.59
C -1.62 -2.15 3.09
C -2.70 -3.23 0.93
C 1.44 2.42 2.58
C -0.23 0.84 4.18
C 1.99 -0.34 2.91
C -1.32 -0.71 -3.79
C -3.33 -1.93 -2.42
C -0.83 -3.11 -2.49
H 3.78 2.66 -4.76
H 1.65 4.01 -4.71
H -0.64 -4.58 2.20
H 0.79 -3.53 2.14
H 0.15 -4.27 0.63
H -2.04 -3.08 3.46
H -2.37 -1.40 3.22
H -0.76 -1.94 3.71
H -2.93 -3.95 1.72
H -2.63 -3.78 0.00
H -3.53 -2.53 0.89
H 1.70 2.71 3.62
H 0.75 3.17 2.17
H 2.34 2.36 1.97
H 0.49 0.50 4.94
H -1.13 0.21 4.20
H -0.52 1.89 4.37
H 2.47 -0.01 3.84
H 2.71 -0.29 2.08
H 1.63 -1.37 3.02
H -1.60 -1.39 -4.61
H -0.26 -0.42 -3.89
H -1.95 0.19 -3.84
H -3.38 -2.39 -3.41
H -3.95 -1.03 -2.40
H -3.69 -2.64 -1.66
H -1.25 -3.47 -3.44
H -1.06 -3.81 -1.68
H 0.27 -3.01 -2.59
C 2.06 2.18 -1.82
C 2.63 0.99 -2.29
C 3.83 0.62 -1.66
C 4.47 1.45 -0.74
C 3.88 2.66 -0.34
C 2.68 3.08 -0.95
S 0.88 2.85 -2.89
H -0.94 -1.27 0.27
H 2.26 0.63 -3.24
H 4.21 -0.33 -1.98
H 5.40 1.12 -0.28
H 4.31 3.24 0.47
H 2.25 4.11 -0.86
S -3.47 1.71 2.90
C -4.26 0.51 1.87
C -3.59 0.40 0.68
N -2.41 1.12 0.66
C -2.26 1.93 1.70
H -5.16 -0.01 2.08
H -3.97 -0.20 -0.17
H -1.56 2.77 1.77
```

## Properties
frontier orbital gap (spin up / spin down): 4.5969 / 4.5955 eV
net charge: +3
HOMO level (spin up / spin down): -16.317 / -16.317 eV
energy above the lowest of the compared OMol25 structures with the same formula, charge and spin: 40.24 kcal/mol

(9)
Computed, not measured: 2 unconnected molecules or ions with the total composition C4H12, with the ωB97M-V functional and the def2-TZVPD basis.

Structure (XYZ):
```
16
Properties=species:S:1:pos:R:3
C -0.81 1.61 0.98
C 0.21 2.67 0.54
H -0.60 0.99 1.84
H -1.74 2.20 1.05
H -1.01 0.90 0.18
H 0.14 3.20 -0.43
H 1.20 2.22 0.48
H 0.21 3.50 1.28
C 0.31 -2.77 -1.13
C 0.30 -1.52 -0.29
H -0.69 -3.20 -1.24
H 0.58 -2.77 -2.21
H 1.01 -3.50 -0.69
H 1.14 -0.86 -0.53
H 0.36 -1.72 0.77
H -0.60 -0.96 -0.60
```

## Properties
SMILES: CC.CC
frontier orbital gap: 12.5698 eV
net charge: 0
HOMO level: -11.440 eV
energy above the lowest of the compared OMol25 structures with the same formula, charge and spin: 12.74 kcal/mol

(10)
Computed, not measured: a molecular structure, C9H13ClLiNO, with the ωB97M-V functional and the def2-TZVPD basis.

Structure (XYZ):
```
26
Properties=species:S:1:pos:R:3
Li -0.22 -0.11 0.06
O 1.79 -0.11 -0.28
C 2.59 0.56 0.69
C 3.03 -0.36 1.82
C 1.85 -1.10 2.47
C 0.82 -0.15 3.01
C 0.90 0.35 4.31
C -0.09 1.20 4.77
C -1.14 1.53 3.93
C -1.14 1.01 2.64
N -0.18 0.20 2.19
H 2.35 -0.72 -0.77
H 1.95 1.35 1.10
H 3.45 1.03 0.22
H 3.56 0.24 2.57
H 3.74 -1.10 1.43
H 2.22 -1.73 3.28
H 1.37 -1.74 1.74
H 1.73 0.05 4.95
H -0.05 1.59 5.78
H -1.94 2.17 4.26
H -1.93 1.23 1.94
Cl -2.82 -1.15 0.29
C -2.02 0.06 -0.85
H -2.67 0.94 -0.77
H -2.25 -0.35 -1.84
```

## Properties
frontier orbital gap: 6.8713 eV
net charge: 0
HOMO level: -6.682 eV

(11)
Computed, not measured: a molecular structure, C15H20BBr42O9PS, with the ωB97M-V functional and the def2-TZVPD basis.

Structure (XYZ):
```
89
Properties=species:S:1:pos:R:3
O 2.36 1.27 1.83
S 1.94 2.57 1.37
O 2.60 2.84 0.09
C 0.11 2.63 1.11
O -0.05 3.02 -0.24
P -1.57 3.14 -0.75
O -1.65 2.55 -2.07
O -2.03 4.66 -0.72
O -2.59 2.31 0.26
O -3.78 2.20 -0.50
B -4.88 2.50 0.33
O -5.21 3.80 0.58
O -5.71 1.54 0.88
H 2.36 3.51 2.26
H -0.28 1.63 1.35
H -0.27 3.37 1.83
H -2.92 4.70 -1.11
H -5.62 3.83 1.45
H -5.25 1.04 1.58
C 3.20 6.83 1.20
Br 2.28 5.19 0.71
Br 5.07 6.50 1.52
Br 2.93 8.22 -0.11
H 2.77 7.19 2.12
C -8.59 1.54 -1.90
Br -9.97 1.09 -3.16
Br -7.20 2.61 -2.71
Br -9.31 2.39 -0.32
H -8.13 0.61 -1.58
C 7.88 8.19 4.20
Br 9.45 9.23 4.64
Br 6.35 9.32 3.86
Br 8.22 6.97 2.75
H 7.64 7.60 5.07
C 3.32 -1.30 2.42
Br 2.40 -1.66 4.08
Br 5.15 -1.89 2.50
Br 2.39 -2.05 0.91
H 3.33 -0.22 2.28
C -12.62 -1.39 -5.54
Br -14.15 -1.93 -6.59
Br -10.97 -2.01 -6.31
Br -12.60 0.52 -5.25
H -12.71 -1.86 -4.57
C -7.07 6.47 -4.10
Br -6.74 7.17 -5.87
Br -5.42 6.07 -3.18
Br -8.19 7.65 -3.07
H -7.60 5.54 -4.22
C 4.90 -6.44 3.04
Br 5.94 -5.91 1.51
Br 5.99 -7.34 4.37
Br 3.94 -4.96 3.80
H 4.17 -7.16 2.70
C -1.40 0.11 -3.72
Br -1.31 -1.12 -2.23
Br 0.12 -0.09 -4.90
Br -3.07 -0.05 -4.67
H -1.37 1.11 -3.31
C 2.01 3.16 -5.96
Br 3.89 2.82 -6.22
Br 1.65 4.11 -4.34
Br 1.22 4.02 -7.50
H 1.51 2.22 -5.83
C 5.73 -10.14 1.64
Br 5.85 -11.84 2.53
Br 7.27 -9.79 0.54
Br 4.08 -9.95 0.66
H 5.73 -9.38 2.42
C -0.07 -4.71 -4.05
Br 0.03 -5.94 -2.57
Br 1.45 -4.87 -5.22
Br -1.73 -4.89 -5.02
H -0.05 -3.71 -3.64
C 2.02 -10.74 -2.48
Br 2.12 -12.45 -1.60
Br 3.56 -10.41 -3.58
Br 0.37 -10.55 -3.47
H 2.01 -9.98 -1.71
C 3.02 1.26 6.41
Br 4.89 1.00 6.06
Br 2.72 1.97 8.19
Br 2.18 2.29 5.02
H 2.55 0.28 6.39
C 3.86 -3.53 7.37
Br 3.21 -1.80 7.90
Br 5.75 -3.72 7.69
Br 2.85 -4.96 8.19
H 3.72 -3.61 6.30
```

## Properties
frontier orbital gap: 9.3317 eV
net charge: 0
HOMO level: -10.006 eV
energy above the lowest of the compared OMol25 structures with the same formula, charge and spin: 0.00 kcal/mol

(12)
Computed, not measured: a molecular structure, C20H24N2O4P2Sm, with the ωB97M-V functional and the def2-TZVPD basis.

Structure (XYZ):
```
53
Properties=species:S:1:pos:R:3
C 3.31 -1.61 -0.98
C 2.07 -0.99 -1.07
C 1.06 -1.43 -0.17
C 1.23 -2.56 0.62
C 2.49 -3.15 0.70
C 3.53 -2.67 -0.09
C 0.09 -2.98 1.53
C -1.26 -2.54 0.98
C -1.30 -1.35 0.24
C -2.54 -0.83 -0.22
C -3.71 -1.49 0.15
C -3.67 -2.65 0.93
C -2.44 -3.17 1.35
H 4.12 -1.26 -1.63
H 2.64 -3.99 1.38
H 4.52 -3.12 -0.03
H 0.09 -4.07 1.63
H -4.67 -1.10 -0.19
H -4.60 -3.14 1.22
H -2.39 -4.07 1.96
N -0.09 -0.64 0.06
Sm 0.21 1.16 1.05
C 1.80 0.12 -2.06
H 0.82 -0.02 -2.55
H 2.59 0.15 -2.83
C -2.59 0.43 -1.06
H -1.84 0.40 -1.86
H -3.59 0.56 -1.50
P 1.74 1.83 -1.31
P -2.25 2.01 -0.09
C -3.75 2.11 0.94
H -3.55 2.81 1.76
H -4.60 2.49 0.35
H -4.01 1.14 1.37
C -2.60 3.29 -1.34
H -3.68 3.34 -1.56
H -2.27 4.26 -0.93
H -2.04 3.10 -2.26
C 3.51 2.07 -0.92
H 4.02 2.50 -1.79
H 3.57 2.77 -0.07
H 3.99 1.13 -0.62
C 1.55 2.90 -2.78
H 1.13 3.85 -2.45
H 2.52 3.08 -3.25
H 0.86 2.44 -3.50
C 0.26 -2.33 2.82
O 0.24 -1.13 3.06
H 0.40 -3.22 3.44
O 3.18 1.39 3.76
N 2.30 1.40 2.94
O 1.14 1.96 3.13
O 2.44 0.82 1.74
```

## Properties
⟨S²⟩: 8.766
frontier orbital gap (spin up / spin down): 7.2906 / 7.6335 eV
2S+1: 6
net charge: +1
HOMO level (spin up / spin down): -10.771 / -10.762 eV
energy above the lowest of the compared OMol25 structures with the same formula, charge and spin: 0.00 kcal/mol

(13)
Computed, not measured: a gas-phase ion, C9H11N2 (charge +1), with the ωB97M-V functional and the def2-TZVPD basis.

Structure (XYZ):
```
22
Properties=species:S:1:pos:R:3
C 2.50 0.62 -0.11
C 1.12 0.10 -0.09
C 0.84 -1.34 -0.24
C -0.41 -1.92 -0.06
C -1.52 -1.08 -0.02
C -2.88 -1.79 0.02
C -1.33 0.32 0.07
N -2.48 1.05 0.11
N -3.41 1.65 0.20
C 0.04 0.99 0.01
C 0.16 2.48 0.16
H 2.81 1.11 -1.17
H 2.58 1.43 0.59
H 3.22 -0.14 0.11
H 1.80 -1.91 -0.29
H -0.50 -3.05 -0.11
H -3.60 -1.17 0.41
H -3.30 -2.11 -0.94
H -2.81 -2.66 0.60
H -0.38 2.96 1.05
H 1.22 2.96 0.18
H -0.44 2.97 -0.75
```

## Properties
SMILES: Cc1ccc(C)c([N+]#N)c1C
frontier orbital gap: 7.9137 eV
net charge: +1
HOMO level: -13.346 eV
energy above the lowest of the compared OMol25 structures with the same formula, charge and spin: 60.32 kcal/mol

Per-record M, g mol⁻¹: 295.01; 144.15; 105.14; 133.15; 207.19; 145.52; 268.27; 655.99; 60.14; 193.60; 3774.14; 568.73; 147.20